16
Properties=species:S:1:pos:R:3:forces:R:3:nbo_charge:R:1 method="wB97M-V/def2-TZVPD" energy_ev=-12466.2252 multiplicity=1 charge=0 smiles="CC=C=O.OC(O)O" relative_energy_kj_mol=283.1
C -1.844 0.067 -0.988 0.61 -0.15 -0.20 -0.604
C -2.380 0.427 0.374 -0.49 0.20 -0.76 -0.547
C -1.531 0.674 1.314 1.24 0.06 2.09 0.704
O -0.712 0.796 2.148 -1.12 0.20 -0.71 -0.463
H -2.360 0.645 -1.751 0.12 0.02 -0.11 0.220
H -2.000 -0.995 -1.191 -0.06 0.00 -0.10 0.208
H -0.749 0.253 -1.061 -0.91 -0.01 -0.12 0.225
H -3.431 0.606 0.542 0.01 -0.09 0.10 0.261
O 1.950 -1.132 1.076 -0.17 -0.37 0.38 -0.726
C 1.514 -0.154 0.190 -0.67 -0.09 0.81 0.598
O 1.688 -0.596 -1.130 -0.38 0.28 -0.16 -0.741
O 2.201 1.029 0.309 0.17 0.36 -0.02 -0.706
H 2.910 -1.183 1.070 0.18 0.05 -0.12 0.470
H 0.459 0.050 0.555 1.52 -0.43 -1.14 0.140
H 1.278 -1.461 -1.236 0.03 -0.02 0.15 0.485
H 3.007 0.974 -0.222 -0.08 -0.01 -0.08 0.476

=====

38
Properties=species:S:1:pos:R:3:forces:R:3:nbo_charge:R:1 method="wB97M-V/def2-TZVPD" energy_ev=-24863.7430 multiplicity=1 charge=0 smiles="CCCc1cc(=O)[nH]c(-n2[nH]c3c(c2=O)CCCC3)n1" relative_energy_kj_mol=226.5
C 1.669 0.136 -5.314 -0.90 -3.16 0.62 -0.611
C 0.405 0.284 -4.475 0.47 -0.65 -0.62 -0.383
C 0.361 1.565 -3.672 -2.34 0.99 -0.38 -0.468
C 1.174 1.502 -2.443 4.16 1.06 1.30 0.267
C 2.555 1.944 -2.339 -5.82 -1.99 1.77 -0.332
C 3.121 1.693 -1.012 3.11 0.12 -1.29 0.601
O 4.308 1.898 -0.794 0.14 0.53 0.24 -0.621
N 2.431 1.017 -0.046 -4.39 -1.31 0.49 -0.578
C 1.070 0.672 -0.241 2.47 0.85 0.42 0.622
N 0.371 0.046 0.816 -1.33 -1.57 -0.75 -0.285
N -0.814 -0.750 0.617 -0.79 -0.12 -1.99 -0.381
C -1.511 -1.017 1.812 2.79 1.78 0.35 0.231
C -0.867 -0.221 2.687 -1.44 -1.21 2.83 -0.197
C 0.293 0.398 2.121 -1.12 -0.12 1.78 0.616
O 1.016 1.103 2.747 2.56 1.97 0.71 -0.614
C -1.219 -0.121 4.194 -0.15 -0.28 -0.01 -0.418
C -2.258 -1.170 4.754 -1.04 0.95 -3.31 -0.388
C -2.468 -2.297 3.732 2.24 -0.79 -0.36 -0.374
C -2.671 -1.861 2.265 -0.52 1.38 0.38 -0.443
N 0.537 0.924 -1.344 -1.91 -0.16 -2.18 -0.537
H 1.529 -0.771 -5.964 0.43 1.05 0.29 0.209
H 2.596 0.021 -4.791 0.36 -0.65 1.08 0.210
H 1.912 0.977 -5.829 -0.05 2.50 -2.23 0.200
H -0.462 0.167 -5.136 0.10 0.58 -0.01 0.208
H 0.287 -0.589 -3.835 0.21 0.04 0.42 0.205
H -0.709 1.649 -3.344 0.86 0.14 -0.02 0.237
H 0.513 2.479 -4.314 0.39 -0.98 0.66 0.223
H 3.042 2.466 -3.122 0.63 0.22 -0.27 0.241
H 2.797 0.769 0.850 0.91 0.36 0.35 0.443
H -0.635 -1.463 -0.038 0.03 -0.91 -0.81 0.385
H -0.337 -0.326 4.825 0.05 0.75 -0.63 0.226
H -1.613 0.889 4.386 0.47 -0.25 0.18 0.223
H -1.922 -1.548 5.673 0.31 -0.51 1.26 0.215
H -3.269 -0.730 4.863 0.58 0.14 0.29 0.194
H -1.565 -2.960 3.701 -0.54 0.41 0.27 0.193
H -3.275 -2.933 4.016 -0.76 -0.41 0.20 0.213
H -3.499 -1.111 2.334 0.04 -0.89 -0.71 0.233
H -2.893 -2.732 1.661 -0.22 0.16 -0.32 0.233

=====

39
Properties=species:S:1:pos:R:3:forces:R:3:nbo_charge:R:1 method="wB97M-V/def2-TZVPD" energy_ev=-30497.6362 multiplicity=1 charge=-2 relative_energy_kj_mol=278.3
Be -4.195 -5.384 11.352 -3.30 1.04 -3.43 1.449
C -5.274 -4.097 8.932 -3.07 -1.49 0.95 0.859
O -6.327 -4.113 8.383 -5.06 1.59 -5.47 -0.779
O -5.114 -3.479 9.943 1.64 8.12 9.50 -0.881
O -4.505 -5.009 8.897 8.71 -9.38 -2.68 -0.941
C -7.189 -6.154 11.186 0.07 3.35 -1.83 0.891
O -7.034 -5.299 12.067 0.86 2.73 6.07 -0.925
O -8.057 -5.963 10.358 -3.55 -1.83 -2.19 -0.778
O -6.209 -6.910 11.000 5.07 -4.04 -0.52 -0.889
C -0.777 -4.549 10.153 0.04 0.90 -0.02 -0.234
O -1.941 -3.789 10.388 0.10 -0.56 0.62 -0.737
H -0.242 -4.626 11.099 0.25 0.05 -0.05 0.138
H -0.920 -5.567 9.792 -0.34 0.05 -0.17 0.167
H -0.227 -3.934 9.440 0.86 -0.53 -0.14 0.151
H -2.334 -3.633 9.526 -1.20 -0.15 -0.09 0.513
C -5.525 -7.152 14.940 0.63 0.64 0.43 -0.227
O -5.067 -6.561 13.774 1.26 -0.62 -0.02 -0.801
H -6.060 -6.381 15.494 -0.36 -0.22 0.54 0.154
H -6.134 -8.050 14.839 -0.18 -0.07 -0.33 0.156
H -4.618 -7.418 15.483 -0.02 -0.22 0.51 0.134
H -5.825 -6.333 13.230 -1.40 0.88 -1.54 0.532
C -1.958 -5.504 14.276 1.58 0.99 0.60 -0.252
O -2.085 -4.938 12.989 -1.31 -0.30 -0.20 -0.723
H -2.831 -5.984 14.719 -0.02 -0.36 -1.04 0.224
H -1.012 -6.043 14.225 -0.32 -1.19 0.50 0.147
H -1.705 -4.732 15.002 -0.21 0.53 0.21 0.144
H -1.329 -4.362 12.851 -0.25 0.11 -0.25 0.474
C -2.783 -8.298 11.724 -0.10 -0.74 -1.69 -0.259
O -2.664 -7.246 10.761 0.23 1.85 1.37 -0.760
H -3.716 -8.755 11.392 -0.05 -0.68 0.88 0.219
H -1.913 -8.936 11.571 -0.08 -0.52 0.20 0.137
H -2.801 -8.025 12.779 -0.21 0.78 -0.38 0.192
H -2.296 -7.546 9.926 -0.43 -0.07 0.03 0.490
C -3.806 -2.237 12.981 -0.48 -0.07 0.04 -0.237
O -4.670 -3.355 12.960 0.91 -0.49 0.22 -0.722
H -3.068 -2.259 13.782 0.17 -0.37 0.50 0.115
H -3.235 -2.212 12.053 -0.42 0.18 -0.21 0.210
H -4.407 -1.347 13.168 0.17 0.36 -0.48 0.154
H -5.504 -3.165 13.396 -0.20 -0.25 -0.41 0.495

=====

48
Properties=species:S:1:pos:R:3:forces:R:3:nbo_charge:R:1 method="wB97M-V/def2-TZVPD" energy_ev=-31937.5678 multiplicity=1 charge=0 smiles="O=C(c1ccc(-c2ccccc2)cc1)N1CCN(c2ccccc2F)CC1"
O 0.127 -3.405 0.454 -0.11 -0.15 0.22 -0.614
C 0.028 -2.276 0.010 -0.03 -0.02 -0.09 0.672
C -1.271 -1.536 0.048 -0.33 -0.07 0.04 -0.134
C -1.879 -1.283 1.271 0.19 -0.03 -0.10 -0.169
C -3.111 -0.659 1.323 -0.05 0.04 -0.09 -0.231
C -3.775 -0.298 0.153 0.26 -0.13 -0.01 0.034
C -5.090 0.357 0.209 -0.25 0.13 0.01 0.023
C -5.343 1.362 1.140 0.04 -0.06 -0.04 -0.233
C -6.579 1.979 1.191 -0.07 0.05 0.07 -0.204
C -7.584 1.597 0.318 -0.07 0.03 0.00 -0.217
C -7.344 0.597 -0.610 -0.09 0.03 -0.06 -0.193
C -6.107 -0.016 -0.667 0.08 0.01 0.04 -0.237
C -3.171 -0.577 -1.071 -0.06 0.02 0.06 -0.233
C -1.931 -1.185 -1.125 0.10 -0.10 0.14 -0.188
N 1.067 -1.638 -0.586 0.16 0.00 -0.15 -0.438
C 2.362 -2.281 -0.653 0.23 -0.35 0.21 -0.232
C 3.370 -1.584 0.267 -0.09 -0.33 -0.28 -0.216
N 3.420 -0.182 -0.086 -0.18 -0.20 0.01 -0.446
C 4.581 0.565 -0.020 0.44 0.14 0.05 0.096
C 4.700 1.736 -0.781 0.06 -0.06 0.11 -0.182
C 5.854 2.492 -0.784 0.02 0.11 0.00 -0.226
C 6.953 2.104 -0.036 0.02 -0.03 0.02 -0.229
C 6.872 0.953 0.725 -0.06 -0.02 -0.03 -0.259
C 5.706 0.214 0.736 0.00 0.06 0.04 0.346
F 5.681 -0.878 1.546 -0.10 0.15 -0.10 -0.335
C 2.127 0.450 0.042 -0.25 0.07 -0.20 -0.216
C 1.123 -0.230 -0.897 0.00 0.50 0.22 -0.222
H -1.380 -1.583 2.181 0.03 -0.06 0.08 0.224
H -3.578 -0.474 2.279 -0.05 0.02 0.08 0.217
H -4.558 1.674 1.813 0.07 0.02 0.05 0.213
H -6.760 2.761 1.914 -0.01 0.06 0.05 0.214
H -8.550 2.077 0.360 -0.07 0.04 0.00 0.214
H -8.126 0.292 -1.290 -0.06 -0.03 -0.04 0.213
H -5.931 -0.809 -1.380 0.02 -0.07 -0.06 0.214
H -3.670 -0.299 -1.988 -0.05 0.03 -0.07 0.217
H -1.475 -1.400 -2.081 0.06 0.01 -0.09 0.217
H 2.233 -3.322 -0.353 0.05 0.12 -0.08 0.251
H 2.720 -2.236 -1.688 0.03 0.00 0.07 0.193
H 4.346 -2.042 0.117 -0.07 0.04 0.05 0.225
H 3.067 -1.726 1.315 0.05 -0.04 -0.04 0.186
H 3.868 2.043 -1.397 -0.08 -0.03 -0.08 0.203
H 5.899 3.386 -1.387 0.00 0.07 -0.06 0.214
H 7.859 2.688 -0.042 0.09 0.05 0.00 0.217
H 7.698 0.621 1.335 0.06 -0.06 0.07 0.229
H 2.199 1.512 -0.188 -0.01 -0.05 0.02 0.216
H 1.759 0.345 1.077 -0.02 0.07 -0.05 0.180
H 0.139 0.223 -0.781 0.14 -0.03 -0.04 0.230
H 1.458 -0.110 -1.934 -0.04 0.06 0.06 0.195

=====

21
Properties=species:S:1:pos:R:3:forces:R:3:nbo_charge:R:1 method="wB97M-V/def2-TZVPD" energy_ev=-10430.2470 multiplicity=1 charge=0 smiles="C[C@H]1N[C@@H]1/C=C/[C@@H]1CN1" relative_energy_kj_mol=311.7
C 1.702 2.703 1.689 0.46 -1.33 0.65 -0.629
C 0.648 1.871 0.990 -0.59 -0.36 1.32 -0.069
N 0.462 1.945 -0.467 -1.59 -0.15 0.97 -0.582
C 0.970 0.722 0.116 -0.41 -1.90 -0.04 -0.129
C 0.095 -0.530 0.035 -1.03 0.29 0.84 -0.188
C -1.088 -0.524 -0.603 1.96 1.27 -0.96 -0.218
C -1.860 -1.767 -0.817 -0.63 1.08 0.38 -0.116
C -1.208 -3.076 -0.822 -0.25 -1.41 1.84 -0.256
N -1.779 -2.547 -2.042 -1.01 -1.21 -0.19 -0.592
H 1.377 3.752 1.715 0.32 -0.22 0.11 0.218
H 1.693 2.258 2.769 0.61 1.12 -1.81 0.225
H 2.707 2.580 1.161 -1.15 0.32 0.98 0.207
H -0.241 1.801 1.670 0.41 -0.14 -1.23 0.198
H 1.221 2.525 -0.690 1.30 0.82 -1.28 0.347
H 1.967 0.412 -0.154 0.65 0.51 0.43 0.198
H 0.339 -1.443 0.651 0.27 1.16 -0.77 0.205
H -1.249 0.460 -1.150 -0.55 -1.45 0.59 0.235
H -2.883 -1.742 -0.388 0.56 -0.05 -0.58 0.203
H -0.131 -3.112 -0.750 0.13 0.09 -0.03 0.189
H -1.696 -3.887 -0.196 0.37 0.71 -1.39 0.189
H -1.045 -2.401 -2.718 0.15 0.85 0.16 0.365

=====

32
Properties=species:S:1:pos:R:3:forces:R:3:nbo_charge:R:1 method="wB97M-V/def2-TZVPD" energy_ev=-173319.3420 multiplicity=1 charge=0 smiles="N=[PH2]BCC[C@@](F)(Br)C(F)(F)Br.COC(=O)OC"
N -4.661 3.450 4.123 0.18 0.18 -0.19 -1.306
P -3.733 2.771 3.060 0.00 0.12 0.16 1.023
B -1.865 3.327 3.055 -0.19 0.00 0.21 0.370
C -0.835 2.988 1.953 -0.01 -0.05 -0.17 -0.819
C -1.162 1.908 0.913 0.20 0.04 0.08 -0.469
C -0.932 0.488 1.429 0.02 0.05 -0.19 0.268
F -1.188 0.428 2.762 -0.03 -0.14 0.33 -0.343
Br -2.163 -0.732 0.553 -0.05 -0.05 -0.13 0.058
C 0.505 -0.067 1.202 -0.04 -0.04 -0.18 0.594
F 0.549 -1.402 1.315 -0.02 0.14 0.11 -0.313
F 0.905 0.239 -0.048 -0.11 0.05 0.19 -0.328
Br 1.787 0.654 2.459 0.06 0.02 -0.02 0.039
H -5.517 3.840 3.754 -0.10 -0.11 0.12 0.378
H -3.588 1.364 3.144 -0.03 -0.10 -0.10 -0.067
H -4.104 2.861 1.694 0.05 -0.06 -0.09 -0.065
H -1.560 4.043 3.955 0.03 -0.04 0.00 -0.041
H 0.143 2.822 2.406 0.05 0.09 0.00 0.265
H -0.715 3.947 1.424 -0.01 0.03 0.01 0.279
H -2.200 1.986 0.603 -0.11 -0.02 0.03 0.234
H -0.570 2.034 0.011 0.06 -0.01 -0.08 0.245
C 2.583 -4.210 -5.342 0.03 0.02 -0.01 -0.255
O 3.144 -3.179 -4.521 -0.01 0.01 0.02 -0.494
C 2.582 -3.072 -3.317 -0.02 -0.03 0.01 0.977
O 1.679 -3.752 -2.900 0.03 0.03 -0.01 -0.645
O 3.187 -2.088 -2.656 0.01 -0.02 0.00 -0.495
C 2.675 -1.865 -1.334 0.01 -0.10 -0.13 -0.257
H 3.140 -4.169 -6.273 -0.01 -0.01 0.00 0.196
H 2.702 -5.182 -4.868 0.00 0.00 0.00 0.193
H 1.526 -4.023 -5.520 0.00 0.00 0.00 0.193
H 2.816 -2.753 -0.721 -0.02 0.00 0.02 0.194
H 1.616 -1.621 -1.378 0.08 -0.03 0.00 0.197
H 3.253 -1.035 -0.940 -0.04 0.02 0.01 0.195

=====

no.,LUMO (Eh),gap between HOMO and LUMO (eV)
1,0.024,9.604
2,0.010,8.804
3,0.158,2.803
4,0.022,8.575
5,0.038,10.107
6,-0.016,8.105